ORCA calculation (wB97M-V/def2-TZVPD) on the molecule C14H13NOS.

Geometry as XYZ:
```
30
Properties=species:S:1:pos:R:3:forces:R:3:lowdin_charge:R:1
C 2.341 2.882 -0.410 0.0 0.0 0.0 -0.05
C 2.032 1.436 -0.175 -0.1 -0.1 0.1 -0.28
C 1.256 1.030 0.902 0.1 0.1 -0.1 -0.04
C 0.959 -0.305 1.104 0.1 -0.3 -0.1 -0.04
C 1.447 -1.269 0.228 0.4 0.4 -0.1 -0.19
C 1.129 -2.711 0.370 -0.3 -0.2 0.2 -0.45
O 1.952 -3.585 0.234 0.0 0.0 -0.1 0.10
C -0.336 -3.023 0.592 -0.2 -0.1 -0.4 -0.35
S -1.225 -2.501 -0.916 0.1 -0.3 0.0 1.00
C -1.967 -0.994 -0.391 0.0 0.0 0.1 -0.59
C -2.540 -0.164 -1.355 0.0 0.0 0.1 -0.09
C -3.123 1.012 -0.930 0.0 -0.1 0.1 -0.07
C -3.119 1.318 0.427 0.0 0.0 0.0 -0.07
C -2.531 0.418 1.296 -0.2 0.3 0.0 -0.14
N -1.968 -0.711 0.900 -0.1 -0.2 0.0 0.03
C 2.260 -0.872 -0.832 -0.1 -0.1 0.1 -0.01
C 2.536 0.464 -1.036 0.0 0.0 0.0 -0.04
H 1.842 3.512 0.321 0.0 0.1 0.0 0.07
H 3.415 3.054 -0.341 0.1 0.1 0.0 0.08
H 2.021 3.181 -1.407 0.0 0.1 0.0 0.08
H 0.873 1.768 1.592 0.0 0.1 0.1 0.11
H 0.368 -0.595 1.959 -0.1 0.0 0.0 0.11
H -0.786 -2.453 1.404 0.1 -0.1 0.1 0.06
H -0.490 -4.094 0.714 0.1 0.1 0.1 0.08
H -2.514 -0.450 -2.394 0.0 0.0 -0.1 0.10
H -3.572 1.687 -1.644 0.0 0.0 -0.1 0.11
H -3.562 2.230 0.794 0.0 0.1 0.1 0.10
H -2.502 0.596 2.363 -0.1 0.1 0.1 0.11
H 2.651 -1.625 -1.499 0.0 -0.1 -0.1 0.12
H 3.152 0.764 -1.871 0.1 0.0 -0.1 0.11
```
Positions in Å, forces in eV/Å.

Results
HOMO level: -8.48 eV
SMILES: Cc1ccc(C(=O)CSc2ccccn2)cc1